{"formula": "Cl2NO2S", "method": "wB97M-V/def2-TZVPD", "total_charge": -1, "orbital_gap_ev": [6.69, 6.69], "homo_energy_ev": [-3.273, -3.273], "e_lumo_ev": [3.421, 3.420], "species": ["N", "O", "O", "S", "Cl", "Cl"], "xyz": [[-1.88836, -0.07100, -0.80670], [1.61996, -0.85517, -0.54549], [1.69630, -0.23123, 1.69252], [0.98984, 0.00530, 0.43358], [-2.89551, 1.31825, -0.46901], [-1.49869, -0.88264, 0.67474]], "lowdin_charge": [-1.080, -0.495, -0.519, 0.666, 0.163, 0.265]}